# 1
{"formula": "C18H24N6O2", "method": "ωB97M-V/def2-TZVPD", "symbols": ["C", "N", "C", "C", "C", "N", "C", "C", "O", "N", "C", "C", "C", "C", "N", "C", "O", "C", "N", "C", "C", "C", "C", "N", "C", "C", "H", "H", "H", "H", "H", "H", "H", "H", "H", "H", "H", "H", "H", "H", "H", "H", "H", "H", "H", "H", "H", "H", "H", "H"], "positions_angstrom": [[1.028432, 3.753852, 4.161864], [1.397765, 2.391213, 4.489917], [2.564979, 2.307708, 5.345718], [3.845394, 2.486447, 4.506087], [3.768027, 1.635693, 3.347881], [3.658577, 0.958844, 2.432876], [0.245885, 1.628642, 4.930810], [-0.628611, 1.231945, 3.731905], [-1.835211, 1.165634, 3.809466], [0.125596, 0.949714, 2.644867], [-0.268032, 0.539052, 1.369059], [0.735316, 0.330380, 0.423553], [0.411320, -0.080517, -0.851509], [-0.919857, -0.289807, -1.210287], [-1.183627, -0.713896, -2.514935], [-2.366389, -1.002829, -3.113468], [-3.462982, -0.909540, -2.613082], [-2.170380, -1.437938, -4.572419], [-0.809090, -1.886563, -4.840241], [-0.272078, -1.358916, -6.080539], [-0.651871, -3.331352, -4.783508], [-1.055675, -3.929798, -3.425835], [-2.456361, -4.270795, -3.383468], [-3.554515, -4.586289, -3.392039], [-1.920325, -0.081600, -0.265852], [-1.596840, 0.329179, 1.012964], [0.767077, 4.342012, 5.054266], [0.168248, 3.734515, 3.495768], [1.849288, 4.247065, 3.643965], [2.589070, 1.315618, 5.803151], [2.556518, 3.057596, 6.153936], [4.725984, 2.222190, 5.095947], [3.950484, 3.520207, 4.168830], [0.578662, 0.697273, 5.397981], [-0.382547, 2.167340, 5.655543], [1.123408, 1.094775, 2.762621], [1.768247, 0.487971, 0.698069], [1.194026, -0.241552, -1.579960], [-0.376833, -0.854715, -3.117901], [-2.396022, -0.557714, -5.181313], [-2.928742, -2.193715, -4.809915], [-0.806332, -1.725030, -6.968451], [0.775683, -1.647100, -6.166755], [-0.328169, -0.271923, -6.060205], [-1.223873, -3.834350, -5.583634], [0.409379, -3.539861, -4.949900], [-0.495555, -4.854780, -3.259711], [-0.824521, -3.237232, -2.614292], [-2.949133, -0.245006, -0.539560], [-2.373793, 0.487953, 1.741734]], "atomic_forces_ev_per_a": [[0.049, 0.023, -0.050], [0.099, -0.077, 0.418], [-0.011, -0.017, -0.037], [-0.075, 0.391, 0.682], [0.103, -0.111, -0.210], [-0.020, -0.362, -0.465], [-0.125, 0.008, 0.032], [0.349, 0.088, 0.202], [-0.307, -0.036, 0.061], [0.429, 0.008, 0.005], [-0.307, -0.151, -0.327], [-0.102, 0.018, 0.065], [-0.185, -0.008, -0.003], [-0.128, 0.123, 0.376], [0.397, 0.049, -0.224], [0.230, -0.039, -0.233], [-0.299, 0.028, 0.060], [-0.101, 0.014, 0.079], [-0.051, -0.044, -0.199], [0.050, -0.006, -0.054], [0.185, 0.005, -0.015], [0.577, 0.047, -0.136], [-0.103, -0.136, 0.145], [-0.621, -0.146, -0.011], [0.011, -0.060, -0.221], [0.109, 0.063, 0.198], [-0.009, -0.015, -0.004], [-0.015, 0.092, -0.068], [-0.016, 0.098, -0.048], [0.004, 0.098, -0.020], [0.022, -0.107, -0.056], [-0.018, 0.116, -0.044], [0.065, -0.052, 0.065], [0.000, 0.063, 0.009], [-0.009, -0.087, -0.123], [-0.173, 0.060, 0.072], [0.117, 0.001, 0.020], [0.095, -0.008, -0.067], [-0.264, -0.076, 0.089], [0.022, -0.062, 0.031], [0.019, 0.107, 0.051], [-0.008, 0.008, -0.027], [0.023, 0.022, -0.057], [0.017, 0.028, -0.063], [0.096, 0.044, 0.080], [-0.121, -0.037, 0.003], [-0.011, 0.125, 0.025], [0.077, -0.089, -0.022], [-0.039, -0.001, -0.007], [-0.028, 0.001, 0.025]], "lumo_energy_ha": 0.018, "charge": 0, "smiles": "CN(CCC#N)CC(=O)Nc1ccc(NC(=O)CN(C)CCC#N)cc1"}

***

# 2
{"formula": "C18H25BBr3F3N2O3", "method": "ωB97M-V/def2-TZVPD", "symbols": ["C", "C", "C", "C", "C", "C", "B", "N", "O", "C", "O", "C", "C", "C", "C", "F", "C", "F", "F", "C", "C", "C", "C", "N", "C", "O", "H", "H", "H", "H", "H", "H", "H", "H", "H", "H", "H", "H", "H", "H", "H", "H", "H", "H", "H", "H", "H", "H", "H", "H", "C", "Br", "Br", "Br", "H"], "positions_angstrom": [[3.606217, -1.758612, 0.802451], [1.989715, -1.727173, 1.101976], [1.195125, -3.116797, 0.748767], [0.831825, -3.319984, -0.842983], [-0.343633, -2.250971, -1.245312], [-1.832272, -2.521085, -1.123135], [-2.409771, -3.949734, -0.552957], [-3.858393, -4.324349, -0.951376], [-1.712925, -4.897111, 0.337639], [-2.828993, -1.257866, -1.580677], [-3.943386, -1.444166, -2.297897], [-2.271947, 0.245666, -1.103731], [-3.346140, 1.348906, -0.563391], [-4.303125, 0.808699, 0.666303], [-4.008790, 1.817810, 1.965729], [-4.705118, 3.114759, 2.148927], [-3.007349, 1.324086, 2.965508], [-1.925087, 0.421852, 2.418969], [-3.101278, 1.729278, 4.392937], [-0.812909, 0.511641, -1.190207], [-0.075532, 1.891947, -0.726718], [0.899099, 2.575090, -1.877598], [2.482819, 2.630682, -1.365776], [3.103971, 1.264879, -1.165752], [0.122173, -0.739204, -1.789130], [1.135059, -0.577106, -2.644626], [4.103410, -0.857500, 1.407309], [4.061579, -2.773298, 1.226163], [3.884226, -1.575640, -0.328206], [1.873255, -1.565240, 2.279057], [1.554504, -0.761684, 0.604180], [1.916997, -4.009730, 1.057511], [0.202419, -3.196668, 1.373923], [0.632326, -4.427732, -1.163585], [1.806804, -2.980768, -1.442755], [-4.086960, -5.229678, -0.440364], [-4.432643, -3.606963, -0.414161], [-1.387286, -5.646675, -0.264838], [-2.909153, 2.380031, -0.236958], [-4.083121, 1.578442, -1.474175], [-5.430478, 1.046593, 0.356294], [-4.156361, -0.321973, 0.936572], [-0.767709, 2.733340, -0.309621], [0.659059, 1.598997, 0.167637], [0.769428, 2.114115, -2.945174], [0.564885, 3.716477, -1.955340], [3.099951, 3.161524, -2.220224], [2.589053, 3.196776, -0.320109], [4.045057, 1.306120, -0.713797], [3.263792, 0.881478, -2.145800], [4.306544, 5.203724, 2.085730], [4.449899, 4.593477, 3.927234], [5.486110, 4.210156, 0.899995], [2.465438, 5.184480, 1.457882], [4.639618, 6.246682, 2.067677]], "atomic_forces_ev_per_a": [[0.010, 0.361, 0.570], [0.357, 0.156, 0.820], [0.199, -0.386, 0.004], [0.902, 1.588, -0.469], [-3.362, -0.257, 0.194], [3.946, 2.075, -0.453], [-1.600, -0.862, -0.132], [1.510, 0.344, 3.186], [0.113, 0.317, -3.387], [-2.850, -0.762, -2.437], [6.618, 1.377, 4.685], [3.090, 0.404, -0.027], [-0.905, -0.493, -1.301], [-0.341, 2.371, 0.064], [2.796, -1.871, 2.510], [1.724, -4.330, -0.294], [-2.751, 1.777, -2.150], [-3.733, 2.677, 2.771], [1.449, -1.514, -4.809], [-2.925, -1.012, -0.015], [1.185, -0.569, 0.104], [0.195, 0.995, 0.682], [0.270, 0.316, -0.319], [0.084, 0.202, -1.505], [2.846, 0.457, -2.700], [-6.108, -1.005, 5.308], [-1.069, -2.000, -1.303], [-0.884, 2.180, -1.094], [-0.693, -0.636, 2.251], [0.207, -0.382, -2.538], [0.620, -1.907, 0.742], [-1.602, 1.814, -0.579], [2.018, 0.133, -1.238], [-0.011, 2.261, 0.830], [-2.179, -0.683, 1.135], [0.382, 1.401, -0.881], [0.467, -0.844, -1.481], [-0.618, 1.381, 1.501], [-0.389, -2.220, -0.772], [1.696, -0.566, 1.872], [2.471, -0.787, 0.844], [-0.235, 2.453, -0.288], [0.881, -1.988, -0.885], [-1.630, 0.448, -1.870], [0.404, 0.653, 2.206], [0.739, -2.409, 0.047], [-1.348, -0.397, 1.814], [-0.456, -1.089, -2.619], [-1.165, 0.352, -0.543], [-0.287, 0.362, 1.831], [0.074, 0.217, 0.053], [-0.062, 0.108, -0.514], [-0.321, 0.183, 0.284], [0.432, 0.094, 0.300], [-0.159, -0.489, -0.005]], "lumo_energy_ha": -0.049, "charge": 0}

***

# 3
{"formula": "C18H25BCl4N3O4S3", "method": "ωB97M-V/def2-TZVPD", "symbols": ["C", "O", "B", "O", "N", "C", "C", "C", "S", "C", "S", "N", "C", "C", "N", "C", "C", "C", "C", "C", "C", "C", "C", "C", "S", "C", "O", "O", "H", "H", "H", "H", "H", "H", "H", "H", "H", "H", "H", "H", "H", "H", "H", "H", "H", "H", "H", "H", "H", "H", "H", "H", "H", "C", "Cl", "Cl", "Cl", "Cl"], "positions_angstrom": [[0.888182, 4.123581, 2.576928], [0.651420, 3.451614, 1.312579], [1.254091, 2.268953, 1.117629], [2.567597, 1.984479, 1.228473], [0.306135, 1.026468, 0.853571], [-0.308379, 0.780610, 2.227095], [-1.071615, -0.513746, 2.461028], [-2.471871, -0.586031, 1.832689], [-3.615623, -1.457524, 2.957969], [-4.491839, -2.523417, 1.881795], [-5.167918, -3.891746, 2.373977], [-4.563721, -2.065962, 0.541745], [-5.116159, -0.866878, 0.122440], [-4.944361, -0.842645, -1.235957], [-4.282482, -1.975278, -1.663106], [-4.082052, -2.690179, -0.581614], [1.098546, -0.163407, 0.363181], [1.803631, -0.015155, -0.981833], [2.407622, -1.364153, -1.317474], [3.727953, -1.638518, -1.013407], [4.261547, -2.882185, -1.288666], [3.477286, -3.865645, -1.863277], [2.159700, -3.596459, -2.181718], [1.628967, -2.352609, -1.907226], [-0.902853, 1.630313, -0.374103], [-1.526699, 0.211107, -1.225122], [-1.938037, 2.251931, 0.379571], [-0.113277, 2.400173, -1.281420], [1.293854, 3.442554, 3.326794], [-0.070262, 4.500250, 2.922851], [1.589530, 4.941186, 2.421471], [3.108231, 2.635471, 0.753603], [-0.912091, 1.651537, 2.475448], [0.552612, 0.775737, 2.905548], [-1.180476, -0.568857, 3.548398], [-0.489565, -1.395726, 2.192458], [-2.446965, -1.190429, 0.931400], [-2.875490, 0.400299, 1.621947], [-5.583350, -0.181990, 0.810972], [-5.276603, -0.060004, -1.901892], [-3.608668, -3.660344, -0.541349], [0.447950, -1.035289, 0.321494], [1.850062, -0.362190, 1.128815], [2.607839, 0.715294, -0.933547], [1.126653, 0.262837, -1.785501], [4.348928, -0.875448, -0.556095], [5.297679, -3.094845, -1.062221], [3.887112, -4.846186, -2.068419], [1.543557, -4.350739, -2.655349], [0.592799, -2.153161, -2.162669], [-1.192950, -0.734121, -0.812794], [-1.249762, 0.334954, -2.268204], [-2.610972, 0.272220, -1.112099], [3.526977, 3.551231, -2.576533], [2.657955, 2.362851, -3.546540], [4.971951, 2.800716, -1.882023], [3.973806, 4.924139, -3.568248], [2.483868, 4.100363, -1.243465]], "atomic_forces_ev_per_a": [[0.152, 0.290, -0.156], [-0.230, -0.565, 0.479], [0.241, 0.443, -0.162], [-0.229, -0.286, -0.366], [-0.048, 0.054, -0.177], [0.317, -0.168, 0.275], [-0.347, 0.003, 0.138], [0.024, -0.183, 0.152], [0.091, -0.048, 0.128], [0.116, -0.024, -0.196], [-0.010, -0.075, 0.061], [-0.222, 0.170, -0.290], [0.252, -0.070, -0.313], [-0.023, 0.040, 0.501], [0.045, 0.003, 0.433], [-0.161, 0.094, -0.274], [0.164, -0.221, -0.026], [0.176, -0.400, -0.101], [-0.267, 0.209, 0.007], [0.198, 0.196, 0.166], [0.289, -0.269, 0.009], [0.109, -0.253, -0.068], [-0.190, -0.192, -0.120], [-0.222, 0.156, 0.031], [-0.340, 0.683, -0.601], [-0.405, -0.026, 0.095], [0.068, -0.289, 0.250], [0.162, -0.304, 0.313], [0.034, -0.037, -0.098], [0.019, 0.073, -0.072], [-0.081, 0.024, 0.029], [0.169, 0.120, 0.413], [-0.051, -0.006, -0.186], [0.008, 0.021, -0.058], [0.101, 0.070, -0.016], [0.033, 0.045, 0.038], [-0.043, 0.212, -0.148], [0.030, 0.012, -0.089], [-0.003, -0.066, -0.018], [0.042, -0.172, -0.098], [-0.046, 0.051, 0.070], [-0.107, 0.128, 0.091], [-0.078, 0.055, 0.034], [-0.157, 0.183, 0.015], [-0.049, 0.162, 0.047], [-0.013, 0.021, -0.034], [0.012, 0.045, 0.049], [0.055, 0.051, -0.014], [0.034, -0.004, 0.041], [-0.003, 0.062, -0.037], [0.133, 0.002, -0.081], [0.124, -0.099, 0.012], [0.034, -0.031, -0.020], [0.070, -0.020, -0.008], [-0.012, 0.012, -0.020], [0.008, -0.034, 0.019], [0.015, 0.002, 0.015], [0.010, 0.151, -0.067]], "lumo_energy_ha": -0.111, "charge": 1}